1.
64
Properties=species:S:1:pos:R:3:forces:R:3:mulliken_charge:R:1 method="wB97M-V/def2-TZVPD" homo_energy_ev=-11.02 gap_ev=5.145 lumo_energy_ha=-0.2159 total_charge=+1 multiplicity=1
Tc 0.72472 1.43763 -1.09049 0.59 0.22 -0.80 1.153
O 3.52088 -0.65266 1.55965 0.03 -0.04 0.02 -0.662
C 3.25770 0.03957 2.68493 -0.01 -0.04 -0.01 0.636
C 3.98894 -0.32677 3.81619 0.02 -0.02 -0.01 -0.668
C 3.80922 0.33166 5.01201 -0.01 0.01 -0.01 -0.368
C 2.89394 1.38138 5.12027 0.00 -0.01 0.00 -0.785
C 2.17442 1.75639 4.01260 -0.01 0.00 0.01 -0.634
C 2.33682 1.09644 2.78308 0.01 0.01 0.03 -0.142
C 1.57220 1.56456 1.63683 0.01 0.08 0.01 1.180
O 1.54103 0.79587 0.55441 -0.32 -0.03 -0.02 -0.047
N 0.93341 2.68489 1.62616 0.11 0.02 0.03 -0.986
N 0.32546 2.86773 0.39974 0.01 0.05 0.03 0.633
C -0.39573 3.93266 0.30190 -0.02 -0.04 0.05 -0.505
C -1.19477 4.28419 -0.83523 -0.05 -0.05 -0.05 0.619
C -1.86282 5.51510 -0.88484 0.03 0.00 0.02 -0.769
C -2.68021 5.81796 -1.95034 0.00 0.00 -0.02 -0.759
C -2.85738 4.88826 -2.97645 -0.01 0.02 0.00 -0.525
C -2.22171 3.66221 -2.94539 0.05 -0.06 0.00 -0.721
C -1.39088 3.36881 -1.87142 -0.05 0.16 -0.06 0.499
O -0.78174 2.16970 -1.83397 0.07 -0.16 0.29 -0.101
H 2.89026 -0.42640 0.86006 0.02 -0.02 0.01 0.207
H 4.69999 -1.13556 3.71645 0.00 0.00 0.00 0.497
H 4.38682 0.02860 5.87534 0.00 0.00 0.00 0.411
H 2.75442 1.89376 6.06126 0.00 0.00 0.00 0.428
H 1.46394 2.56942 4.06792 -0.01 0.00 -0.01 0.442
H -0.40850 4.57402 1.17735 0.00 0.00 0.00 0.448
H -1.73036 6.22098 -0.07457 0.01 0.00 0.00 0.438
H -3.18978 6.77003 -1.99026 0.00 0.00 0.00 0.425
H -3.50614 5.12734 -3.80826 0.00 -0.01 0.00 0.428
H -2.35317 2.92637 -3.72644 0.00 0.00 -0.01 0.513
O 1.00298 -2.23867 -3.43624 0.21 -0.28 -0.35 -0.655
Se 0.54101 -0.89591 -2.74409 -0.22 -0.07 0.48 0.751
O 0.40823 0.48095 -3.57346 0.04 0.43 -0.12 -0.438
O -0.91146 -1.03729 -1.91176 -0.24 -0.30 0.03 -0.499
O 1.63145 -0.36001 -1.57246 -0.14 0.03 0.36 -0.348
Ge -1.27873 -1.58824 -0.14812 0.03 -0.04 0.06 0.739
C -3.08061 -2.22974 -0.31470 0.09 0.07 -0.03 0.199
C -3.39911 -3.20011 -1.26335 0.01 -0.04 0.00 -0.220
C -4.69740 -3.67382 -1.36233 0.00 0.00 0.01 -0.665
C -5.68094 -3.18528 -0.51175 0.01 0.01 0.00 -0.463
C -5.37051 -2.21950 0.43416 -0.01 -0.02 -0.01 -0.586
C -4.07249 -1.73841 0.52995 -0.01 0.01 0.03 -0.207
C 0.14290 -2.77025 0.38722 -0.08 0.10 -0.05 0.466
C 0.63475 -3.76107 -0.46051 -0.02 -0.04 -0.02 -0.067
C 1.65209 -4.59917 -0.03000 0.00 0.00 0.01 -0.794
C 2.16951 -4.46361 1.25119 -0.01 0.01 -0.01 -0.538
C 1.67669 -3.48592 2.10327 0.04 0.01 0.00 -0.522
C 0.67087 -2.63609 1.66974 0.02 0.04 0.03 -0.418
H -1.19986 -0.23626 0.60263 -0.01 -0.06 0.00 -0.220
H -2.63851 -3.58877 -1.93106 0.00 0.00 0.00 0.333
H -4.94245 -4.42659 -2.09954 0.00 0.00 0.00 0.398
H -6.69308 -3.55965 -0.58811 0.00 0.00 0.00 0.390
H -6.13802 -1.84041 1.09549 0.00 0.01 0.00 0.391
H -3.84141 -0.97814 1.26790 0.01 0.00 0.00 0.326
H 0.24006 -3.88212 -1.46263 0.01 0.01 0.00 0.329
H 2.03815 -5.36028 -0.69489 0.00 0.00 0.00 0.447
H 2.96166 -5.12087 1.58441 0.00 0.00 0.00 0.410
H 2.08507 -3.37473 3.09915 0.00 0.00 0.00 0.442
H 0.30777 -1.86185 2.33871 -0.01 0.00 -0.01 0.360
Se 3.48529 2.18783 -3.69671 -0.05 0.04 -0.24 -0.201
Sb 3.53550 -0.40563 -4.43547 0.05 0.23 0.11 1.076
Se 2.37941 2.79736 -1.82072 -0.16 -0.16 0.26 0.153
Se 4.88397 -1.56160 -2.97441 0.02 -0.08 0.12 -0.315
Se 2.79626 -0.35027 -6.60999 -0.05 -0.02 -0.13 -0.339

=====

2.
22
Properties=species:S:1:pos:R:3:forces:R:3:mulliken_charge:R:1 method="wB97M-V/def2-TZVPD" homo_energy_ev=-12.96 gap_ev=9.844 lumo_energy_ha=-0.1145 e_above_lowest_kj_mol=117.0 total_charge=+1 multiplicity=1
C -0.32128 0.26842 1.49322 -0.11 -0.48 -0.21 -0.930
N 0.00565 1.61534 1.78789 0.27 0.36 0.32 -0.449
C -0.50266 -0.08701 -0.00912 0.41 -0.20 0.88 0.690
N 0.00698 -1.51854 -0.16732 -0.37 -0.43 -1.16 -0.202
C -0.03721 -2.02495 -1.56903 0.42 0.10 -0.50 -0.987
C -1.91381 0.06530 -0.47221 -0.67 0.33 -0.60 -1.595
H -1.23241 -0.00263 2.01329 -0.43 0.10 0.06 0.366
H 0.40178 -0.41507 1.96069 0.34 0.23 -0.22 0.420
H -0.71846 2.30857 1.70379 -0.13 -0.11 -0.09 0.257
H 0.87240 1.93701 1.39546 -0.01 0.07 -0.06 0.142
H 0.18895 0.46651 -0.63988 0.03 0.25 0.14 0.134
H -0.52688 -2.20636 0.35315 -0.15 0.16 0.68 0.364
H 0.97193 -1.56008 0.15167 0.04 0.10 0.23 0.389
H 0.50606 -2.95358 -1.68327 -0.11 -0.32 0.36 0.366
H 0.44230 -1.33157 -2.22915 0.36 0.67 -0.15 0.387
H -1.04770 -2.11221 -1.91673 -0.49 -0.26 0.16 0.385
H -2.21699 1.10625 -0.58351 0.29 0.23 0.72 0.403
H -2.67494 -0.45184 0.10505 0.12 -0.08 0.35 0.366
H -2.04795 -0.22020 -1.49086 0.06 -0.66 -0.88 0.489
H 2.52587 1.98150 -0.08234 -0.11 0.11 -0.13 0.302
H 3.06338 1.21362 -1.24960 -0.05 -0.01 -0.24 0.313
O 2.22690 1.49810 -0.86363 0.28 -0.16 0.34 -0.612

=====

3.
61
Properties=species:S:1:pos:R:3:forces:R:3:lowdin_spin:R:1 method="wB97M-V/def2-TZVPD" homo_energy_ev="-4.70 / -6.48" gap_ev="5.133 / 6.305" lumo_energy_ha="0.0160 / -0.0064" e_above_lowest_kj_mol=202.3 multiplicity=6
P 1.27662 1.89573 1.22858 0.26 -1.09 -1.72 0.182
P -0.62648 2.34020 -0.31789 -0.26 0.00 -2.89 0.224
C 1.59789 3.58334 0.55442 0.20 0.27 0.18 0.012
C 0.20160 4.01469 0.17855 -0.67 0.55 -0.54 0.123
H 2.29037 3.48686 -0.30080 -0.40 0.09 0.23 0.002
H 2.06928 4.22760 1.30092 0.09 0.05 -0.09 0.003
H -0.35700 4.44251 1.03072 0.32 -0.12 -0.38 0.004
H 0.12135 4.69784 -0.68961 0.18 -0.12 0.54 0.013
C -0.31378 2.59647 -2.13037 0.05 1.09 -0.27 0.000
H -0.73481 1.79784 -2.75614 0.14 0.33 0.46 0.002
H 0.77318 2.66039 -2.32979 -0.49 0.04 0.13 0.001
H -0.77511 3.56252 -2.42004 0.36 -0.29 -0.06 -0.002
C -2.37373 2.87864 -0.22074 -0.37 0.06 -0.21 0.024
H -2.36248 3.97711 -0.21618 -0.11 -0.26 0.00 0.004
H -2.85119 2.52720 0.69480 -0.05 -0.01 -0.03 0.002
H -2.95956 2.54585 -1.08839 0.18 0.02 0.29 0.002
C 3.13651 1.46117 1.59357 1.26 -0.04 -1.69 0.097
H 3.56243 1.76710 2.57294 1.04 0.06 0.04 0.014
H 3.59771 2.10044 0.83525 0.19 -0.20 0.24 0.011
H 3.36346 0.41274 1.39171 0.13 0.19 0.27 0.005
C 0.15300 2.43670 2.82481 -0.94 1.00 0.82 0.086
H -0.82111 1.99019 2.61986 0.18 0.05 -0.10 0.009
H 0.08233 3.53365 2.89483 -0.13 -0.39 0.10 0.012
H 0.43851 2.00913 3.86094 -1.61 0.74 0.14 0.014
Fe 1.88905 1.63939 3.15839 0.78 -0.72 2.16 2.717
C -1.20980 -0.46721 -3.91190 -0.09 -0.27 -1.03 0.002
C 0.06813 -0.14148 -4.15239 -0.12 0.56 -0.52 0.003
C 1.33360 -0.09523 -3.33857 0.22 -0.84 0.45 0.003
C 1.32474 -0.98594 -2.05760 0.81 0.30 -1.57 0.116
C 0.33985 -0.71127 -1.02659 1.50 -1.43 1.11 0.615
C -0.75031 0.16205 -0.83168 -2.60 2.70 2.65 0.341
C -2.07231 -0.35479 -1.41151 0.41 -0.24 0.06 0.077
C -1.90062 -1.11894 -2.73571 -0.31 0.00 0.25 0.011
C 1.73648 -0.13542 4.05508 0.42 -0.34 0.84 0.096
H -1.87196 -0.37372 -4.81749 0.68 -0.02 0.97 0.000
H 0.28100 0.16557 -5.18725 -0.31 0.09 0.35 0.000
H 1.66592 0.93614 -3.09665 -0.50 -0.47 -0.13 0.000
H 2.11169 -0.46410 -4.03810 -0.15 0.04 0.51 0.000
H 1.15920 -2.03737 -2.37057 0.23 0.22 -0.12 0.029
H 2.35528 -0.97720 -1.63915 -0.32 -0.01 -0.04 0.034
H 0.35182 -1.45601 -0.22910 0.15 -0.16 -0.14 0.033
H -0.87089 0.24415 0.28073 -0.20 -1.11 -0.66 0.005
H -2.85422 0.40142 -1.44168 0.02 0.22 -0.24 0.009
H -2.42237 -1.10522 -0.70006 -0.29 -0.13 0.11 0.010
H -1.40746 -2.05984 -2.44263 0.02 0.22 -0.41 0.005
H -2.90607 -1.38672 -3.08155 0.17 -0.14 0.08 0.001
H 0.92213 -0.81259 3.72239 0.52 0.34 0.21 0.010
H 1.61164 0.14397 5.12799 -0.12 -0.54 -0.39 0.016
H 2.72826 -0.62105 3.98715 -0.45 -0.23 0.00 0.018
O -0.77778 -2.01171 1.89126 0.28 -1.38 0.02 0.001
N -0.75648 -3.30580 1.72272 -0.31 1.01 0.46 0.001
C 0.19726 -3.88934 0.93654 -0.16 -0.03 -0.20 0.001
C 0.04002 -5.19352 0.50071 -0.53 -0.06 0.66 0.000
C -0.99049 -5.98406 1.02509 0.21 0.37 0.07 0.000
C -1.82401 -5.42515 1.99270 0.35 0.54 -0.12 0.000
C -1.71154 -4.08208 2.33222 0.60 -0.41 -0.74 0.000
H 1.04599 -3.26494 0.64646 -0.64 -0.04 0.09 0.000
H 0.72561 -5.57930 -0.23553 0.17 -0.09 0.04 0.000
H -1.11311 -7.01662 0.72534 0.02 0.08 -0.03 0.000
H -2.57878 -6.00661 2.49355 -0.14 -0.13 -0.01 0.000
H -2.35845 -3.57538 3.03544 0.15 0.11 -0.19 0.000

=====

4.
59
Properties=species:S:1:pos:R:3:forces:R:3:lowdin_spin:R:1 method="wB97M-V/def2-TZVPD" homo_energy_ev="-7.11 / -7.22" gap_ev="7.484 / 7.518" lumo_energy_ha="0.0138 / 0.0110" e_above_lowest_kj_mol=4.0 multiplicity=6
Mn -1.05822 0.59490 1.26457 0.13 0.28 -0.05 4.698
C -1.60806 -2.50336 0.27996 0.01 -0.04 0.03 0.008
N -2.03141 -1.11225 0.43803 0.03 0.05 -0.02 0.031
C -3.20571 -0.77917 0.01004 0.02 0.02 0.03 0.021
C -3.69005 0.55196 0.13996 -0.01 -0.03 0.04 0.010
C -4.89818 1.12466 -0.26121 0.02 0.01 -0.02 0.012
C -4.82998 2.46936 0.10781 0.00 0.00 0.01 0.008
C -3.58283 2.64485 0.71344 -0.02 0.00 0.00 0.017
N -2.89014 1.49609 0.74674 0.00 -0.05 0.00 0.043
C -1.14165 -2.82825 -1.11876 0.01 -0.04 -0.02 0.000
C -1.67757 -3.91451 -1.79930 -0.02 0.03 0.00 0.000
C -1.24138 -4.23502 -3.07841 0.01 0.02 -0.02 0.000
C -0.26382 -3.46430 -3.68755 -0.02 -0.01 0.01 0.000
C 0.27627 -2.37681 -3.01176 0.02 0.00 -0.04 0.000
C -0.15774 -2.06002 -1.73553 0.02 0.01 0.02 0.001
H -2.42677 -3.17418 0.55660 0.01 -0.01 -0.02 0.001
H -0.79583 -2.68738 0.98657 -0.01 0.02 0.01 0.002
H -3.84965 -1.52329 -0.46321 -0.01 -0.01 0.03 0.001
H -5.70793 0.62127 -0.76608 0.00 0.00 0.01 0.001
H -5.57805 3.22945 -0.04867 0.00 0.00 0.00 0.001
H -3.15874 3.56203 1.09863 0.01 0.01 0.00 0.001
H -2.44495 -4.51588 -1.32490 0.00 0.00 0.00 0.000
H -1.67017 -5.08243 -3.59784 0.00 0.00 0.00 0.000
H 0.07869 -3.70777 -4.68507 0.00 0.00 0.00 0.000
H 1.04790 -1.77699 -3.47693 0.00 0.01 0.01 0.000
H 0.27912 -1.21183 -1.21815 0.02 0.00 0.00 0.002
C 4.75090 -2.44559 -2.20325 0.00 -0.01 -0.01 0.000
C 3.88011 -1.39122 -1.57622 0.02 -0.01 -0.01 0.001
C 3.67941 -1.34078 -0.20507 -0.02 -0.02 0.01 0.000
C 2.88161 -0.36703 0.38765 -0.03 -0.01 0.00 0.003
C 2.71911 -0.39096 1.88338 0.03 -0.04 -0.04 0.005
C 2.24764 0.59025 -0.41931 0.02 0.03 -0.02 0.011
Te 1.09142 2.14098 0.48548 -0.26 -0.20 0.09 0.028
C 2.42154 0.54408 -1.81146 0.01 -0.01 0.03 0.002
C 1.76307 1.49151 -2.78094 -0.01 0.03 -0.04 0.001
C 3.24500 -0.43888 -2.35589 -0.03 -0.01 0.01 0.000
H 5.16492 -3.11414 -1.44918 0.00 0.00 0.00 0.000
H 5.58290 -1.99448 -2.74700 0.00 0.00 0.00 0.000
H 4.18518 -3.05025 -2.91499 -0.01 0.00 0.01 0.000
H 4.15959 -2.07990 0.42767 0.00 0.00 0.00 0.000
H 3.25036 -1.24036 2.31270 0.00 0.00 0.01 0.000
H 1.66549 -0.46089 2.16457 0.01 -0.01 0.06 0.005
H 3.10407 0.52588 2.33439 -0.01 0.02 0.00 0.001
H 1.05170 2.15334 -2.29647 -0.02 -0.01 0.01 0.001
H 1.23494 0.93256 -3.55913 0.03 0.01 0.04 0.000
H 2.51361 2.10984 -3.27859 0.00 0.01 0.01 0.000
H 3.38397 -0.45846 -3.43350 -0.01 0.00 -0.01 0.000
S -1.11967 0.28222 3.81562 0.05 0.00 -0.14 0.045
C -0.85839 1.96150 3.87704 0.01 0.03 -0.08 0.019
N 0.32287 2.55771 4.05972 0.00 -0.01 0.12 0.005
C 0.25310 3.99609 3.80773 0.01 0.01 -0.01 0.001
C -1.26562 4.24128 3.65518 0.01 0.02 -0.03 0.001
N -1.80545 2.88716 3.71509 0.03 -0.04 0.00 0.013
H 1.16213 2.02869 3.87885 -0.02 0.00 -0.02 0.000
H 0.80181 4.24159 2.89740 0.00 -0.01 0.00 0.000
H 0.67573 4.55472 4.64048 0.00 0.01 0.00 0.000
H -1.50675 4.71124 2.70186 -0.01 0.01 0.01 0.000
H -1.66688 4.85669 4.45960 0.01 -0.01 0.02 0.000
H -2.74259 2.62445 3.45760 -0.02 0.00 -0.02 0.000

=====

5.
12
Properties=species:S:1:pos:R:3:forces:R:3:mulliken_charge:R:1 method="wB97M-V/def2-TZVPD" homo_energy_ev=-9.69 gap_ev=9.280 lumo_energy_ha=-0.0152 e_above_lowest_kj_mol=301.4 multiplicity=1
C -0.96014 1.54543 0.03062 -0.29 -3.36 -0.72 -0.140
C -0.16192 0.25149 0.07906 -1.18 -1.68 1.21 0.741
C 2.04977 -0.65690 0.07647 1.93 -4.29 -0.93 -0.622
N -2.18922 1.32649 -0.03136 -1.21 -0.54 1.02 -0.435
N -0.83740 -0.86719 0.27048 1.50 2.39 -0.71 -0.477
O -3.20262 -0.93759 -0.76567 0.38 -0.12 0.62 -0.523
O 1.13341 0.39234 0.00346 0.45 0.47 -0.08 -0.322
S -2.45545 -0.42557 0.38579 -0.66 0.83 -1.06 0.516
H -0.54816 2.45684 -0.19072 1.20 2.24 -0.24 0.432
H 2.28954 -1.09096 1.10714 -0.88 1.05 -1.11 0.283
H 3.02067 -0.35007 -0.36129 -0.72 0.55 0.47 0.272
H 1.86150 -1.64430 -0.60398 -0.53 2.47 1.53 0.273